[1]
The following is a DFT calculation (wB97M-V/def2-TZVPD) of a structure of composition C30H86InN8O7.

ORCA input file:
```
! wB97M-V def2-TZVPD RIJCOSX def2/J DEFGRID3
* xyz -1 1
N -3.004 0.501 -4.908
C -2.791 1.763 -4.159
C -3.956 2.732 -4.314
In -5.796 2.045 -3.281
H -3.896 0.569 -5.392
H -3.132 -0.271 -4.260
H -2.643 1.530 -3.100
H -1.831 2.189 -4.493
H -4.169 2.885 -5.378
H -3.659 3.712 -3.921
H -7.194 1.939 -4.379
H -6.163 3.130 -1.920
H -5.467 0.401 -2.681
C -1.877 2.570 0.292
C -3.023 1.633 0.661
C -2.889 0.962 2.028
O -1.880 -0.041 2.110
C -0.598 0.417 2.464
N -3.243 0.702 -0.431
H -0.995 1.997 -0.004
H -2.172 3.175 -0.564
H -1.601 3.224 1.123
H -3.939 2.232 0.735
H -3.833 0.463 2.243
H -2.713 1.716 2.810
H -0.649 1.143 3.287
H -0.066 0.894 1.635
H -0.027 -0.449 2.795
H -4.139 0.236 -0.365
H -2.509 0.005 -0.471
C 3.540 -4.695 1.776
C 3.801 -3.660 2.863
C 2.583 -2.792 3.214
O 2.266 -1.800 2.259
C 1.445 -2.216 1.184
N 4.979 -2.882 2.483
H 3.503 -4.210 0.801
H 4.354 -5.420 1.756
H 2.597 -5.221 1.938
H 4.049 -4.191 3.790
H 2.807 -2.245 4.133
H 1.711 -3.433 3.401
H 0.609 -2.838 1.527
H 2.018 -2.754 0.431
H 1.029 -1.313 0.739
H 5.236 -2.240 3.224
H 4.752 -2.320 1.668
C -9.103 0.207 3.477
C -7.990 -0.687 2.948
C -6.612 -0.336 3.516
O -6.091 0.896 3.059
C -6.443 2.043 3.800
N -8.044 -0.676 1.491
H -9.031 1.193 3.018
H -10.077 -0.201 3.205
H -9.056 0.330 4.562
H -8.182 -1.720 3.265
H -5.899 -1.097 3.188
H -6.642 -0.342 4.616
H -6.493 1.818 4.873
H -7.405 2.465 3.498
H -5.665 2.786 3.630
H -7.413 -1.362 1.093
H -7.745 0.227 1.136
C 5.224 -2.331 -3.930
C 5.061 -3.535 -3.013
C 3.833 -3.448 -2.105
O 3.966 -2.459 -1.098
C 3.404 -1.194 -1.406
N 6.297 -3.733 -2.245
H 5.581 -1.466 -3.370
H 5.962 -2.538 -4.704
H 4.280 -2.065 -4.408
H 4.920 -4.431 -3.629
H 3.720 -4.404 -1.584
H 2.927 -3.266 -2.696
H 2.426 -1.299 -1.886
H 4.038 -0.591 -2.060
H 3.277 -0.675 -0.457
H 6.233 -4.597 -1.716
H 6.359 -2.991 -1.554
C 11.164 -2.324 -3.427
C 9.981 -3.269 -3.249
C 10.301 -4.733 -3.561
O 10.486 -5.022 -4.938
C 11.797 -4.858 -5.426
N 8.831 -2.758 -3.986
H 11.350 -2.139 -4.486
H 10.940 -1.363 -2.965
H 12.077 -2.728 -2.983
H 9.697 -3.265 -2.189
H 9.449 -5.340 -3.248
H 11.186 -5.056 -2.996
H 12.538 -5.194 -4.689
H 12.029 -3.821 -5.684
H 11.889 -5.472 -6.321
H 8.006 -3.291 -3.719
H 8.988 -2.892 -4.980
C -12.506 5.700 2.552
C -11.223 5.364 1.802
C -10.984 3.862 1.639
O -10.639 3.199 2.845
C -11.708 2.672 3.599
N -10.105 6.058 2.437
H -12.387 5.501 3.619
H -12.733 6.760 2.440
H -13.350 5.113 2.186
H -11.305 5.760 0.783
H -10.138 3.712 0.965
H -11.865 3.383 1.191
H -12.507 2.301 2.947
H -12.144 3.402 4.287
H -11.310 1.837 4.174
H -9.271 5.980 1.865
H -9.891 5.599 3.317
C 4.414 1.901 0.638
C 5.592 1.359 -0.161
C 6.941 1.471 0.555
O 7.460 2.787 0.639
C 7.046 3.537 1.759
N 5.584 1.956 -1.492
H 4.418 2.992 0.639
H 3.478 1.585 0.178
H 4.433 1.553 1.672
H 5.441 0.282 -0.305
H 7.681 0.899 -0.009
H 6.865 1.037 1.562
H 6.990 2.908 2.656
H 6.068 4.006 1.618
H 7.790 4.315 1.921
H 6.264 1.505 -2.094
H 5.851 2.933 -1.432
*
```

As for the total energy: -63927.118 eV. Its gap between HOMO and LUMO is 0.225 Ha. For the lowest unoccupied orbital energy, the calculation gives 1.82 eV.

[2]
The following is a DFT calculation (wB97M-V/def2-TZVPD) of a cluster of 13 separate species, C30H90N4O13 in total.

ORCA input file:
```
! wB97M-V def2-TZVPD RIJCOSX def2/J DEFGRID3
* xyz 0 1
C -1.160 0.484 -0.176
C 0.327 0.885 -0.179
O 1.098 -0.102 -0.960
H -1.151 -0.554 0.159
H -1.625 0.494 -1.162
H -1.764 1.086 0.503
H 0.652 1.054 0.847
H 0.430 1.865 -0.648
H 0.737 -0.078 -1.850
C 2.621 3.602 1.492
C 3.340 4.876 1.898
O 2.625 5.763 2.700
H 3.147 2.985 0.764
H 1.684 3.812 0.974
H 2.267 2.966 2.304
H 3.660 5.438 1.020
H 4.236 4.616 2.462
H 3.127 6.574 2.594
C -1.688 -3.114 -2.474
C -1.052 -4.482 -2.197
O 0.326 -4.410 -2.520
H -2.724 -3.154 -2.136
H -1.600 -2.849 -3.528
H -1.233 -2.303 -1.906
H -1.641 -5.257 -2.689
H -1.096 -4.644 -1.119
H 0.759 -4.012 -1.758
C 2.757 -0.127 2.700
C 3.873 0.276 1.729
O 4.673 1.248 2.324
H 3.055 -0.733 3.555
H 2.016 -0.684 2.125
H 2.236 0.757 3.070
H 3.397 0.603 0.804
H 4.466 -0.611 1.503
H 5.233 1.611 1.632
C 1.206 1.320 -4.621
C 0.991 -0.179 -4.464
O -0.159 -0.319 -3.612
H 2.148 1.484 -5.145
H 1.402 1.708 -3.621
H 0.439 1.930 -5.097
H 1.869 -0.752 -4.170
H 0.709 -0.595 -5.432
H -0.868 -0.040 -4.197
C 3.135 -2.975 -2.652
C 3.222 -3.448 -1.221
C 4.409 -2.760 -0.483
O 5.613 -3.066 -1.111
C 6.646 -2.134 -0.856
N 1.945 -3.169 -0.549
H 2.800 -1.937 -2.666
H 2.520 -3.485 -3.393
H 4.126 -2.845 -3.088
H 3.410 -4.520 -1.167
H 4.460 -3.047 0.569
H 4.233 -1.683 -0.459
H 6.761 -2.068 0.226
H 6.472 -1.165 -1.324
H 7.621 -2.491 -1.187
H 1.897 -3.324 0.449
H 1.864 -2.163 -0.606
C -0.891 -2.326 2.775
C -0.528 -3.517 1.921
C 0.639 -4.295 2.478
O 1.865 -3.562 2.379
C 2.897 -4.134 3.232
N -1.692 -4.409 1.781
H -0.106 -1.575 2.872
H -1.239 -2.566 3.780
H -1.747 -1.769 2.393
H -0.264 -3.218 0.906
H 0.824 -5.134 1.806
H 0.431 -4.718 3.461
H 2.756 -3.831 4.270
H 3.889 -3.748 2.996
H 2.914 -5.215 3.091
H -2.402 -3.976 1.205
H -1.473 -5.277 1.313
C -0.684 1.480 3.262
C -1.796 2.055 4.064
C -2.313 1.114 5.146
O -2.796 -0.110 4.545
C -3.492 -0.992 5.395
N -1.286 3.294 4.628
H 0.195 1.311 3.886
H -0.420 2.205 2.492
H -0.979 0.508 2.865
H -2.623 2.321 3.406
H -3.154 1.639 5.603
H -1.609 0.952 5.963
H -2.981 -0.970 6.357
H -3.618 -2.006 5.017
H -4.499 -0.596 5.533
H -0.855 3.840 3.895
H -0.519 3.074 5.249
C -0.922 3.862 -2.435
C -1.181 4.445 -3.857
C -2.676 4.500 -4.284
O -3.178 3.159 -4.418
C -4.563 3.033 -4.662
N -0.654 5.854 -3.868
H 0.135 3.959 -2.184
H -1.301 2.851 -2.286
H -1.404 4.415 -1.628
H -0.654 3.835 -4.590
H -2.692 5.083 -5.205
H -3.231 5.081 -3.546
H -5.170 3.468 -3.867
H -4.956 2.020 -4.739
H -4.867 3.593 -5.547
H -1.165 6.298 -3.117
H 0.316 5.936 -3.597
C -5.170 1.092 2.729
O -3.965 0.565 2.180
H -5.685 0.269 3.225
H -4.977 1.934 3.395
H -5.759 1.489 1.902
H -3.458 0.147 2.882
C -4.425 0.265 -2.033
O -5.237 -0.460 -2.977
H -4.036 1.246 -2.308
H -5.041 0.480 -1.160
H -3.555 -0.355 -1.817
H -5.843 0.220 -3.280
C 4.016 1.236 -2.353
O 5.088 2.163 -2.295
H 3.523 1.457 -3.300
H 4.379 0.221 -2.193
H 3.251 1.493 -1.620
H 4.759 3.036 -2.518
C -4.497 -2.255 0.586
O -3.923 -3.562 0.332
H -5.360 -2.126 -0.068
H -4.897 -2.258 1.600
H -3.763 -1.457 0.478
H -4.583 -4.240 0.499
*
```

As for the total energy: -65141.219 eV. Its gap between HOMO and LUMO is 0.328 Ha. For the lowest unoccupied orbital energy, the calculation gives 0.27 eV.